{"formula": "C26H56ClF3N4O8", "method": "ωB97M-V with the def2-TZVPD basis set", "species": ["C", "C", "C", "C", "C", "O", "C", "N", "C", "O", "C", "C", "C", "C", "O", "O", "C", "Cl", "C", "O", "C", "F", "F", "F", "H", "H", "H", "H", "H", "H", "H", "H", "H", "H", "H", "H", "H", "H", "H", "H", "H", "H", "H", "H", "H", "H", "H", "C", "O", "C", "C", "C", "N", "H", "H", "H", "H", "H", "H", "H", "H", "H", "H", "H", "C", "O", "C", "C", "C", "N", "H", "H", "H", "H", "H", "H", "H", "H", "H", "H", "H", "C", "O", "C", "C", "C", "N", "H", "H", "H", "H", "H", "H", "H", "H", "H", "H", "H"], "xyz": [[0.740037, 5.416003, -0.672160], [0.373189, 4.579671, -1.901916], [1.603294, 4.026692, -2.653902], [1.841118, 2.527697, -2.440845], [0.663450, 1.649186, -2.855380], [-0.095190, 1.345032, -1.682525], [-1.279635, 0.613854, -1.791646], [-1.640133, 0.400338, -3.208969], [-2.747290, 0.150992, -3.618992], [-3.768290, -0.140678, -4.077757], [-1.114303, -0.753519, -1.115073], [-1.176908, -0.714281, 0.404501], [-0.274712, 0.320895, 1.072740], [0.053308, -0.030223, 2.513662], [-1.001686, 1.561816, 1.006994], [0.147303, -1.279525, -1.550629], [0.109293, -2.430932, -2.282603], [-0.385334, -3.891269, -1.300189], [1.515772, -2.716399, -2.847849], [2.338992, -1.561233, -2.947383], [2.963949, -1.074459, -1.854138], [2.884001, -1.891690, -0.799850], [2.483607, 0.101696, -1.492251], [4.248198, -0.895789, -2.137648], [1.527408, 6.140570, -0.908903], [1.111501, 4.785687, 0.144297], [-0.124545, 5.970320, -0.292187], [-0.260474, 3.744315, -1.583437], [-0.243402, 5.189496, -2.572811], [1.513407, 4.226126, -3.728517], [2.499804, 4.565803, -2.320624], [2.046132, 2.335397, -1.378605], [2.731163, 2.210983, -2.994219], [1.002453, 0.721149, -3.330265], [0.035866, 2.183549, -3.578447], [-2.073222, 1.177776, -1.283296], [-1.917942, -1.403238, -1.487758], [-2.209809, -0.493881, 0.706684], [-0.935686, -1.719097, 0.769047], [0.650397, 0.420887, 0.489082], [0.449804, -1.043580, 2.600199], [-0.845953, 0.054378, 3.132065], [0.791615, 0.666605, 2.922897], [-0.372005, 2.283892, 0.906881], [-0.648049, -2.392543, -3.072915], [2.010001, -3.491734, -2.262392], [1.414213, -3.070959, -3.875967], [1.364855, -4.369587, 2.829268], [0.751703, -3.951986, 4.032875], [-0.194204, -4.847211, 4.583017], [0.404634, -5.924664, 5.493373], [1.141981, -7.026420, 4.741609], [1.286085, -5.376118, 6.524583], [0.664334, -4.930586, 2.201567], [2.250287, -4.985757, 3.003693], [1.672510, -3.473354, 2.291919], [-0.870214, -4.229005, 5.181092], [-0.785387, -5.307465, 3.779516], [-0.444965, -6.384365, 6.010115], [2.111735, -6.678744, 4.383005], [1.325139, -7.870402, 5.405422], [0.565795, -7.378016, 3.883785], [0.769425, -4.738913, 7.122300], [1.996329, -4.807395, 6.071655], [0.834514, 2.315039, -9.899260], [0.117093, 3.071273, -8.945246], [-0.840039, 2.355522, -8.189272], [-0.278157, 1.670020, -6.940103], [0.547111, 0.421625, -7.229382], [0.506596, 2.573444, -6.097342], [0.196472, 1.552377, -10.357932], [1.710583, 1.824482, -9.467574], [1.169428, 3.004080, -10.673474], [-1.577120, 3.097907, -7.872828], [-1.353410, 1.625325, -8.829419], [-1.148338, 1.361368, -6.349426], [1.531710, 0.679857, -7.621541], [0.701391, -0.139906, -6.308041], [0.049285, -0.227039, -7.952563], [-0.077166, 3.344655, -5.786482], [1.229042, 3.004821, -6.668193], [-2.080229, 2.311187, 8.841022], [-1.787345, 0.968068, 8.514941], [-2.564312, 0.406414, 7.475191], [-2.025730, 0.667995, 6.064778], [-2.246171, 2.092125, 5.567253], [-0.610842, 0.328026, 5.918403], [-3.153208, 2.512558, 8.754882], [-1.540019, 3.019859, 8.208303], [-1.775809, 2.467370, 9.875183], [-2.553534, -0.672158, 7.653602], [-3.604650, 0.749569, 7.558828], [-2.585255, -0.003925, 5.403545], [-1.552559, 2.787471, 6.042292], [-2.070376, 2.141464, 4.492732], [-3.263887, 2.432321, 5.768162], [-0.466068, -0.659119, 6.108337], [-0.083746, 0.820139, 6.634833]], "forces_ev_per_angstrom": [[0.0006, -0.0263, 0.0421], [-0.0386, 0.0375, 0.0203], [0.0244, -0.0139, 0.0353], [-0.0493, 0.1692, 0.1857], [-0.0740, 0.0128, -0.3753], [-0.1530, 0.2345, 0.1642], [0.1856, 0.1198, -0.2977], [-0.0729, 0.1465, 0.3402], [0.7302, -0.0602, 0.3544], [-0.8198, -0.0791, -0.4888], [-0.1360, 0.0091, -0.1149], [0.0510, -0.1168, 0.1610], [0.0932, 0.0227, -0.2095], [-0.1454, 0.2105, 0.0262], [0.1468, 0.0291, 0.1080], [-0.1144, -0.3373, 0.1882], [0.0542, 0.2769, -0.2266], [-0.0445, -0.0038, 0.0367], [0.0231, -0.2578, -0.0365], [-0.1489, 0.0861, -0.2201], [-0.2157, -0.3808, -0.0342], [0.0129, -0.2262, 0.2109], [0.0188, 0.1657, 0.2477], [0.5423, 0.0081, -0.1353], [-0.1402, -0.0575, 0.0170], [0.0223, 0.0614, -0.1081], [0.1038, -0.0980, -0.0192], [0.0094, 0.1129, -0.0841], [0.1457, -0.0425, 0.0493], [-0.0297, -0.0936, 0.1100], [-0.1073, -0.0209, -0.0859], [-0.0108, 0.0915, -0.2390], [-0.0990, 0.0838, 0.0567], [-0.0837, 0.1849, 0.0611], [0.1036, -0.1521, 0.1113], [0.0987, -0.1119, -0.1112], [0.0807, 0.0268, 0.1238], [0.1254, -0.0543, -0.0342], [-0.0250, 0.1190, -0.0716], [-0.1454, -0.0766, 0.0938], [0.0192, 0.0134, 0.0002], [0.1294, -0.0931, -0.0474], [-0.1179, -0.0916, -0.0201], [-0.0523, -0.0882, -0.0300], [0.0862, 0.0343, 0.1141], [-0.0439, 0.1275, 0.0048], [0.0361, 0.0295, 0.1652], [-0.0229, 0.0429, -0.0472], [0.0455, 0.0055, -0.0077], [-0.0392, 0.0108, 0.0018], [0.0192, -0.0208, 0.0492], [0.0140, -0.0107, -0.0046], [-0.0311, 0.0827, -0.0392], [0.0018, 0.0066, -0.0068], [-0.0205, -0.0289, 0.0193], [0.0020, 0.0204, -0.0113], [0.0302, 0.0123, -0.0145], [-0.0028, -0.0220, 0.0221], [-0.0199, -0.0032, -0.0293], [-0.0118, 0.0154, -0.0047], [0.0165, 0.0146, 0.0088], [0.0002, 0.0020, 0.0007], [0.0016, -0.0438, 0.0121], [0.0018, -0.0366, 0.0144], [-0.0274, 0.0230, -0.0187], [0.0485, -0.0080, 0.0063], [-0.0174, -0.0071, -0.0133], [0.0276, -0.0423, 0.0972], [0.0033, -0.0093, -0.0050], [-0.0089, 0.1564, -0.0847], [0.0053, -0.0030, -0.0131], [-0.0138, -0.0162, 0.0013], [0.0053, -0.0016, 0.0062], [0.0183, 0.0137, -0.0076], [-0.0062, -0.0122, 0.0266], [-0.0245, -0.0078, -0.0252], [-0.0084, 0.0086, -0.0056], [0.0203, 0.0186, 0.0167], [-0.0013, 0.0028, -0.0017], [-0.0074, -0.0279, 0.0230], [0.0046, -0.0558, -0.0089], [-0.0124, -0.0229, 0.0278], [0.0313, 0.0339, -0.0066], [-0.0205, -0.0174, 0.0047], [0.0306, 0.0018, -0.0843], [0.0007, 0.0152, -0.0077], [0.0268, -0.0562, 0.1603], [-0.0029, 0.0120, 0.0087], [-0.0199, -0.0005, -0.0102], [0.0055, 0.0018, -0.0058], [0.0195, 0.0122, 0.0143], [0.0017, -0.0074, -0.0310], [-0.0332, 0.0032, 0.0170], [-0.0059, -0.0105, 0.0135], [0.0216, -0.0023, 0.0056], [0.0033, -0.0015, 0.0014], [-0.0029, 0.0126, -0.0692], [-0.0209, 0.0161, -0.0339]], "total_charge": 0, "homo_ev": -9.12, "smiles": "CCCCCO[C@@H](N=C=O)[C@H](C[C@H](C)O)O[C@H](Cl)COC(F)(F)F.COC[C@@H](C)N.COC[C@@H](C)N.COC[C@@H](C)N", "homo_lumo_gap_ev": 9.56, "spin_multiplicity": 1}


{"formula": "C26H57BF4N6O4", "method": "ωB97M-V with the def2-TZVPD basis set", "species": ["C", "C", "C", "N", "C", "C", "C", "C", "C", "H", "H", "H", "H", "H", "H", "H", "H", "H", "H", "H", "H", "H", "H", "H", "H", "H", "H", "B", "F", "F", "F", "F", "C", "C", "N", "H", "H", "H", "C", "C", "N", "H", "H", "H", "C", "C", "N", "H", "H", "H", "C", "C", "N", "H", "H", "H", "C", "C", "N", "H", "H", "H", "C", "C", "O", "H", "H", "H", "H", "H", "H", "C", "C", "O", "H", "H", "H", "H", "H", "H", "C", "C", "O", "H", "H", "H", "H", "H", "H", "C", "C", "O", "H", "H", "H", "H", "H", "H"], "xyz": [[1.700959, -6.070367, -0.092816], [2.280959, -4.567367, -0.366816], [3.293959, -4.070367, 0.665184], [3.073959, -2.677367, 0.948184], [1.726959, -2.432367, 1.722184], [3.334959, -1.640367, -0.209816], [3.736959, -0.365367, 0.511184], [4.507959, -0.833367, 1.762184], [4.167959, -2.224367, 1.960184], [0.961959, -6.340367, -0.879816], [1.329959, -6.113367, 1.041184], [2.391959, -6.945367, 0.123184], [1.565959, -3.819367, -0.507816], [2.832959, -4.437367, -1.493816], [4.392959, -4.390367, 0.351184], [3.290959, -4.640367, 1.597184], [1.645959, -1.382367, 2.098184], [1.702959, -2.994367, 2.587184], [0.778959, -2.628367, 1.243184], [2.388959, -1.444367, -0.738816], [4.027959, -1.919367, -1.024816], [2.974959, 0.412633, 0.849184], [4.403959, 0.273633, -0.033816], [4.153959, -0.021367, 2.565184], [5.507959, -0.820367, 1.460184], [3.980959, -2.663367, 2.958184], [5.177959, -2.857367, 1.946184], [-0.853041, 0.312633, -0.342816], [-1.598041, -0.750367, -0.192816], [-1.352041, 1.504633, 0.244184], [0.413959, 0.074633, 0.331184], [-0.581041, 0.470633, -1.621816], [-0.144041, -2.650367, -3.039816], [1.425959, -2.727367, -3.261816], [2.557959, -2.727367, -3.359816], [-0.518041, -1.750367, -3.572816], [-0.674041, -3.416367, -3.571816], [-0.252041, -2.709367, -2.133816], [-0.198041, -0.743367, 4.023184], [1.355959, -0.589367, 4.338184], [2.496959, -0.563367, 4.531184], [-0.640041, 0.058633, 4.397184], [-0.370041, -0.541367, 3.043184], [-0.543041, -1.441367, 4.503184], [-3.235041, -3.614367, -0.295816], [-2.577041, -4.737367, -1.075816], [-1.954041, -5.547367, -1.561816], [-3.487041, -2.960367, -1.155816], [-4.086041, -3.976367, -0.012816], [-2.571041, -3.133367, 0.350184], [-4.264041, -0.397367, 1.955184], [-4.045041, -0.568367, 3.452184], [-3.793041, -0.761367, 4.564184], [-4.967041, 0.599633, 2.017184], [-3.266041, -0.181367, 1.416184], [-4.679041, -1.203367, 1.724184], [0.051959, 4.038633, -1.218816], [-0.944041, 5.125633, -1.742816], [-1.754041, 5.914633, -2.181816], [-0.033041, 3.147633, -1.669816], [1.104959, 4.730633, -1.251816], [-0.090041, 3.933633, -0.072816], [2.815959, 1.114633, -2.750816], [2.237959, 1.255633, -4.186816], [3.310959, 1.633633, -5.122816], [3.548959, 0.546633, -2.817816], [2.042959, 0.836633, -2.087816], [3.072959, 2.110633, -2.489816], [1.428959, 1.878633, -4.549816], [1.757959, 0.295633, -4.337816], [2.877959, 1.793633, -5.922816], [-3.634041, 4.027633, 0.674184], [-5.054041, 4.113633, 1.370184], [-5.349041, 5.227633, 2.156184], [-3.347041, 4.858633, 0.100184], [-3.630041, 2.901633, 0.307184], [-2.808041, 4.069633, 1.581184], [-5.041041, 3.306633, 1.907184], [-5.862041, 4.020633, 0.607184], [-6.225041, 4.982633, 2.656184], [0.923959, 2.958633, 4.198184], [0.584959, 2.755633, 2.729184], [-0.800041, 2.471633, 2.625184], [0.525959, 3.718633, 4.804184], [1.930959, 3.233633, 4.180184], [1.084959, 2.270633, 4.820184], [0.969959, 1.679633, 2.551184], [1.054959, 3.548633, 1.965184], [-0.978041, 1.924633, 1.776184], [-3.379041, 3.032633, -4.478816], [-2.312041, 2.402633, -3.572816], [-2.387041, 1.030633, -3.740816], [-3.422041, 4.101633, -4.342816], [-4.377041, 2.642633, -4.201816], [-3.188041, 2.681633, -5.648816], [-2.561041, 2.636633, -2.529816], [-1.294041, 2.717633, -3.829816], [-1.796041, 0.610633, -2.991816]], "forces_ev_per_angstrom": [[0.2915, 0.7875, 2.3540], [2.9523, -2.7279, -2.7703], [1.6162, -3.0643, -1.2483], [1.3504, 2.5208, 1.4238], [0.3479, 2.2405, -1.1715], [-2.0733, 0.8957, -0.4208], [-0.3802, 1.1543, 1.1012], [-2.2121, 3.8067, 0.9697], [1.8562, -4.1382, 1.8851], [0.3283, 0.1296, 1.0101], [-0.3870, 0.6615, -2.4839], [0.1466, 1.3549, -1.3889], [-1.8674, 0.6551, 0.2204], [-1.3780, -0.9067, 3.0334], [-2.0215, 1.6331, 0.1764], [-0.8048, 0.2509, 0.2603], [0.6636, -0.7524, -0.9635], [0.6776, -1.6113, 1.7145], [0.3142, -0.1609, -1.1661], [0.1003, -0.4569, 0.3277], [0.0335, -0.7183, 1.0562], [0.0325, -1.7654, -0.8015], [0.3730, -0.0732, -0.8807], [1.4841, -2.3212, -1.1437], [1.7544, 0.6564, 0.4155], [-1.2461, 1.0917, -0.1738], [-2.0367, 0.8883, -1.5501], [2.6695, 1.6931, 2.4480], [-2.6890, -2.8106, 1.0406], [-0.6003, -0.3430, -0.3813], [0.0309, -0.0792, 0.2466], [0.6994, 0.9999, -3.5616], [3.7763, 1.2122, -10.7522], [-4.3860, 0.1492, 0.1623], [1.5502, -0.0187, -0.0741], [0.4633, -0.0909, 0.9999], [0.2498, -0.9453, -0.0574], [-1.7180, -0.1741, 9.7118], [8.2990, 5.3817, -2.4737], [-1.6948, -0.4392, -0.4002], [-1.1204, 0.0425, -0.1920], [-1.7384, 3.9677, 2.2307], [-0.3220, -0.6208, -3.2729], [-3.5935, -8.1425, 4.2311], [3.8831, 0.2665, -5.8771], [-0.7770, 2.3601, 2.4689], [1.0437, -1.5874, -1.2098], [0.0964, 0.3882, 0.7811], [-4.9374, -1.8403, 2.6560], [0.7567, 0.5198, 1.1811], [3.5132, 9.5404, 4.2954], [1.0847, -0.2349, -0.4001], [-0.3587, 0.2256, -0.8944], [1.5532, -2.6199, -1.0615], [-1.7638, -0.3264, 0.8991], [-3.9284, -6.5420, -2.8972], [1.3546, 7.7893, 3.5565], [-3.3599, 1.9377, -1.6376], [4.5478, -4.2179, 2.4226], [0.0746, -2.9827, -1.9872], [-2.5018, -2.6704, -0.3670], [-0.1620, 0.0756, -1.9795], [-7.0431, 6.6833, -1.8583], [0.5446, -0.5796, -0.7383], [0.3847, -1.4020, 2.8807], [6.6779, -5.3270, -0.3040], [-0.7984, -0.7731, 0.7755], [0.8396, 0.8636, 0.7032], [-0.4593, 0.9958, 1.5517], [0.5879, -0.9169, -0.9090], [-0.8007, 0.4138, -2.0258], [0.2990, -2.2232, 4.4064], [0.5421, 3.2617, -4.6982], [-2.1466, 0.1689, 1.9433], [0.0305, 0.5467, -1.6433], [0.4397, 2.6868, -0.0202], [-1.9923, -0.3820, -2.0540], [-0.3402, -4.8447, 3.3851], [0.5686, -0.1240, 0.0698], [2.6099, 0.9057, -1.4045], [0.2236, 5.5035, -4.7484], [0.1401, -2.6519, -0.0726], [-0.9485, -0.1842, -1.8219], [-1.4257, 1.4555, 0.0331], [2.1822, 1.1647, -0.3883], [-0.0802, -7.0079, 4.2313], [0.7941, 1.8625, -0.4566], [-1.2089, -1.5788, 1.7612], [0.4786, 1.5717, 1.7781], [0.3505, -1.5988, -2.1808], [-0.7469, 0.8149, -0.2482], [1.6180, -2.9476, 1.9769], [0.2124, 0.4063, -0.3482], [0.5238, 0.0173, -0.1194], [-0.4392, 1.1958, 3.0206], [0.2831, 0.4009, -0.0159], [-0.1017, 0.5300, 0.1102], [-1.7096, 1.1990, -2.2110]], "total_charge": 0, "homo_ev": -9.61, "homo_lumo_gap_ev": 9.46, "spin_multiplicity": 1}